Entry 1:
DFT (ωB97M-V with the def2-TZVPD basis set) results for the ion C16H11N2O5S3 with charge -1 in a non-equilibrium geometry.

Its SMILES is Cc1nc2ccc(OCc3nc4ccc(OS(=O)(=O)[O-])cc4s3)cc2s1. The value obtained for the HOMO energy is -5.1 eV. The value obtained for the HOMO-LUMO gap is 6.9 eV. The lowest unoccupied orbital energy comes out at 1.79 eV.

```
! RIJCOSX wB97M-V def2-TZVPD def2/J DEFGRID3
* xyz -1 1
C 6.927 -4.828 1.045
C 5.670 -4.002 0.780
N 5.122 -3.973 -0.427
C 4.007 -3.170 -0.448
C 3.343 -2.846 -1.622
C 2.235 -2.010 -1.532
C 1.885 -1.411 -0.311
O 0.803 -0.599 -0.170
C -0.152 -0.374 -1.231
C -1.165 0.644 -0.775
N -1.647 1.563 -1.566
C -2.538 2.354 -0.855
C -3.108 3.543 -1.378
C -4.008 4.269 -0.597
C -4.343 3.815 0.705
O -5.212 4.564 1.455
S -6.774 3.985 1.405
O -7.144 3.128 0.219
O -7.057 3.318 2.686
O -7.582 5.230 1.359
C -3.727 2.663 1.188
C -2.803 1.933 0.458
S -1.847 0.532 0.831
C 2.621 -1.662 0.821
C 3.723 -2.542 0.747
S 4.928 -2.895 1.986
H 6.877 -5.708 0.389
H 6.975 -5.128 2.073
H 7.790 -4.222 0.821
H 3.623 -3.251 -2.599
H 1.749 -1.757 -2.467
H 0.357 0.011 -2.123
H -0.587 -1.332 -1.500
H -2.849 3.835 -2.365
H -4.473 5.169 -0.979
H -3.964 2.345 2.220
H 2.345 -1.190 1.759
*
```

---

Entry 2:
DFT (ωB97M-V with the def2-TZVPD basis set) results for a structure of composition C16H11N4O6ReS2.

The value obtained for the HOMO energy (alpha / beta) is -11.4 / -11.4 eV. The value obtained for the HOMO-LUMO gap (alpha / beta) is 8.0 / 6.8 eV. The lowest unoccupied orbital energy (alpha / beta) comes out at -3.39 / -4.58 eV. The expectation value of S² is 3.769.

```
! RIJCOSX wB97M-V def2-TZVPD def2/J DEFGRID3
* xyz 1 4
Re 0.705 -0.522 1.127
O -3.813 -2.207 4.949
C -2.971 -1.870 4.180
C -2.282 -0.477 4.120
O -2.574 0.503 4.740
C -1.271 -0.647 3.058
C -1.260 -1.891 2.537
O -0.376 -2.136 1.560
C -2.309 -2.759 3.091
O -2.653 -3.849 2.731
O -0.413 0.245 2.547
S 2.618 -0.724 2.541
C 2.949 0.766 1.714
N 1.970 1.114 0.903
C 2.225 2.297 0.207
C 1.394 2.930 -0.706
C 1.837 4.109 -1.273
C 3.083 4.649 -0.936
C 3.911 4.022 -0.024
C 3.465 2.835 0.544
S 4.279 1.830 1.723
H 0.422 2.516 -0.947
H 1.208 4.629 -1.982
H 3.404 5.576 -1.392
H 4.871 4.445 0.240
C -2.094 -2.398 -3.715
N -1.222 -1.807 -2.708
C 0.216 -2.063 -2.625
C 0.515 -1.375 -1.331
O 1.576 -1.335 -0.664
N -0.567 -0.779 -0.826
C -1.607 -1.118 -1.635
N -2.851 -0.781 -1.352
H -1.535 -2.499 -4.642
H -2.937 -1.739 -3.916
H -2.454 -3.378 -3.401
H 0.763 -1.607 -3.453
H 0.450 -3.127 -2.581
H -3.040 -0.285 -0.496
H -3.630 -1.092 -1.906
*
```

---

Entry 3:
DFT (ωB97M-V with the def2-TZVPD basis set) results for an isolated molecule of C16H12BrCl2NO4.

Its SMILES is O=C(COC(=O)COc1cccc(Br)c1)Nc1c(Cl)cccc1Cl. The value obtained for the HOMO energy is -8.9 eV. The value obtained for the HOMO-LUMO gap is 9.5 eV. The lowest unoccupied orbital energy comes out at 0.59 eV.

```
! RIJCOSX wB97M-V def2-TZVPD def2/J DEFGRID3
* xyz 0 1
O -2.613 -2.969 -0.024
C -1.485 -2.553 0.042
C -0.274 -3.487 -0.129
O 0.751 -2.959 -0.972
C 1.666 -2.180 -0.407
O 1.655 -1.843 0.750
C 2.729 -1.734 -1.402
O 3.454 -0.647 -0.894
C 2.773 0.489 -0.559
C 3.435 1.368 0.297
C 2.844 2.557 0.670
C 1.594 2.908 0.185
C 0.955 2.036 -0.675
Br -0.730 2.534 -1.420
C 1.512 0.823 -1.044
N -1.124 -1.263 0.288
C -1.998 -0.186 0.465
C -3.076 0.072 -0.386
Cl -3.332 -0.889 -1.787
C -3.917 1.150 -0.154
C -3.670 2.011 0.897
C -2.567 1.818 1.713
C -1.745 0.729 1.492
Cl -0.340 0.499 2.488
H -0.614 -4.409 -0.602
H 0.140 -3.702 0.864
H 2.268 -1.528 -2.376
H 3.457 -2.541 -1.528
H 4.411 1.089 0.659
H 3.359 3.224 1.344
H 1.128 3.840 0.464
H 0.965 0.175 -1.711
H -0.204 -1.111 0.695
H -4.745 1.320 -0.822
H -4.322 2.852 1.069
H -2.343 2.503 2.514
*
```

---

Entry 4:
DFT (ωB97M-V with the def2-TZVPD basis set) results for a structure of composition C16H12Cl5N3O4Pd.

The value obtained for the HOMO energy is -0.2 eV. The value obtained for the HOMO-LUMO gap is 4.3 eV. The lowest unoccupied orbital energy comes out at 4.09 eV.

```
! RIJCOSX wB97M-V def2-TZVPD def2/J DEFGRID3
* xyz -2 1
Pd 0.253 -0.211 -0.220
Cl 3.571 -0.283 -1.777
C 3.452 -0.497 -0.019
C 2.189 -0.465 0.554
C 2.214 -0.672 1.944
Cl 0.669 -0.683 2.796
C 3.362 -0.870 2.695
Cl 3.303 -1.111 4.422
C 4.602 -0.880 2.053
Cl 6.063 -1.141 2.959
C 4.639 -0.693 0.678
Cl 6.185 -0.718 -0.136
O -5.071 3.758 -0.280
C -5.247 2.507 -0.278
O -6.325 1.904 -0.363
C -4.002 1.653 -0.193
C -4.097 0.282 -0.114
N -2.844 -0.191 -0.041
N -1.922 0.761 -0.067
C -2.598 1.904 -0.156
C -1.863 3.222 -0.210
O -2.615 4.315 -0.100
O -0.661 3.268 -0.303
H -3.638 4.173 -0.097
H -4.966 -0.346 -0.114
H -2.507 -1.149 -0.025
C 0.872 -5.076 -1.160
C -0.019 -4.356 -0.139
C 0.782 -4.068 1.140
C -1.256 -5.198 0.171
C -0.431 -3.060 -0.700
N -0.780 -2.009 -1.034
H 1.185 -6.039 -0.754
H 1.758 -4.482 -1.379
H 0.335 -5.246 -2.094
H 1.083 -5.010 1.603
H 0.189 -3.492 1.850
H 1.667 -3.476 0.912
H -0.944 -6.146 0.613
H -1.826 -5.401 -0.735
H -1.907 -4.684 0.877
*
```

---

Entry 5:
DFT (ωB97M-V with the def2-TZVPD basis set) results for a structure of composition C16H12F3IMnN2O4.

The value obtained for the HOMO energy (alpha / beta) is -15.8 / -15.7 eV. The value obtained for the HOMO-LUMO gap (alpha / beta) is 5.3 / 5.3 eV. The lowest unoccupied orbital energy (alpha / beta) comes out at -10.52 / -10.46 eV. The expectation value of S² is 0.830.

```
! RIJCOSX wB97M-V def2-TZVPD def2/J DEFGRID3
* xyz 2 2
Mn 0.800 0.110 0.435
C 0.436 -0.586 -3.951
C 0.550 -1.768 -3.061
N 0.730 -2.963 -3.579
C 0.856 -4.021 -2.768
C 0.773 -4.007 -1.371
C 0.890 -5.298 -0.600
O 1.455 -5.039 0.676
C 0.570 -2.773 -0.771
C 0.220 -2.641 0.625
N 0.135 -1.503 1.240
C -0.310 -1.460 2.597
C -0.079 -2.506 3.488
C -0.559 -2.414 4.782
C -1.256 -1.285 5.197
C -1.464 -0.222 4.329
C -0.980 -0.320 3.038
I -1.195 1.275 1.710
C 0.498 -1.628 -1.628
O 0.352 -0.442 -1.136
H 0.603 -0.899 -4.977
H 1.153 0.191 -3.679
H -0.562 -0.147 -3.867
H 1.019 -4.967 -3.274
H 1.497 -5.995 -1.178
H -0.104 -5.748 -0.489
H 2.071 -5.740 0.912
H -0.072 -3.541 1.150
H 0.499 -3.370 3.183
H -0.375 -3.221 5.477
H -1.625 -1.220 6.211
H -1.987 0.662 4.666
F 5.261 0.024 0.464
C 4.486 0.883 1.098
F 4.789 2.120 0.759
F 4.613 0.724 2.414
C 3.007 0.598 0.753
O 2.103 1.482 0.853
O 2.617 -0.556 0.408
*
```

---

Entry 6:
DFT (ωB97M-V with the def2-TZVPD basis set) results for an isolated molecule of C16H12F3N3OS2 in a non-equilibrium geometry.

Its SMILES is O=C(NCc1csc(-c2cccs2)n1)Nc1ccc(C(F)(F)F)cc1. The value obtained for the HOMO energy is -8.3 eV. The value obtained for the HOMO-LUMO gap is 8.3 eV. The lowest unoccupied orbital energy comes out at -0.01 eV.

```
! RIJCOSX wB97M-V def2-TZVPD def2/J DEFGRID3
* xyz 0 1
O -0.344 1.436 -3.310
C -0.783 0.924 -2.303
N -0.800 1.529 -1.082
C -0.072 2.776 -0.921
C 1.393 2.522 -0.739
C 2.357 2.705 -1.685
S 3.896 2.231 -1.090
C 3.110 1.794 0.430
C 3.852 1.265 1.523
C 5.202 1.029 1.602
C 5.588 0.500 2.846
C 4.536 0.340 3.695
S 3.047 0.830 2.998
N 1.835 2.005 0.431
N -1.314 -0.358 -2.358
C -2.109 -1.066 -1.474
C -2.139 -2.460 -1.582
C -2.919 -3.219 -0.738
C -3.698 -2.594 0.229
C -4.522 -3.410 1.178
F -5.662 -2.798 1.538
F -3.864 -3.670 2.328
F -4.873 -4.604 0.675
C -3.698 -1.208 0.332
C -2.916 -0.449 -0.514
H -0.813 0.935 -0.265
H -0.473 3.289 -0.044
H -0.236 3.373 -1.819
H 2.241 3.076 -2.682
H 5.880 1.232 0.793
H 6.602 0.250 3.099
H 4.548 -0.041 4.696
H -1.096 -0.825 -3.228
H -1.539 -2.945 -2.338
H -2.931 -4.294 -0.827
H -4.324 -0.725 1.066
H -2.961 0.626 -0.457
*
```

---

Entry 7:
DFT (ωB97M-V with the def2-TZVPD basis set) results for a structure of composition C16H12F5N3O9PRhS3.

The value obtained for the HOMO energy (alpha / beta) is -5.4 / -5.3 eV. The value obtained for the HOMO-LUMO gap (alpha / beta) is 6.8 / 6.7 eV. The lowest unoccupied orbital energy (alpha / beta) comes out at 1.42 / 1.42 eV. The expectation value of S² is 0.755.

```
! RIJCOSX wB97M-V def2-TZVPD def2/J DEFGRID3
* xyz -1 2
Rh 0.582 0.494 0.405
C 4.301 -1.751 4.615
C 3.054 -2.414 4.077
O 2.020 -1.419 3.956
P 1.172 -1.333 2.611
S -0.140 0.150 2.685
S 2.299 -1.171 0.973
O 0.451 -2.767 2.668
C -0.489 -3.118 1.632
C -1.868 -3.282 2.229
H 5.067 -2.500 4.819
H 4.077 -1.219 5.540
H 4.690 -1.037 3.890
H 2.680 -3.189 4.749
H 3.246 -2.870 3.103
H -0.124 -4.039 1.174
H -0.490 -2.339 0.865
H -1.866 -4.048 3.004
H -2.575 -3.575 1.450
H -2.200 -2.339 2.663
O 0.179 6.695 -3.527
N 0.220 5.651 -4.155
O 0.000 5.563 -5.350
C 0.537 4.436 -3.433
C 0.781 4.494 -2.075
C 1.079 3.337 -1.385
C 1.161 2.033 -2.009
O 1.482 0.967 -1.425
C 0.897 2.081 -3.430
C 0.600 3.232 -4.116
N 0.900 0.856 -4.242
O 0.966 -0.222 -3.701
O 0.856 1.006 -5.455
N 1.373 3.548 0.029
O 1.408 2.606 0.817
O 1.585 4.681 0.405
H 0.747 5.437 -1.554
H 0.406 3.189 -5.176
F -4.815 -3.593 -0.833
C -4.060 -2.491 -0.732
C -4.584 -1.327 -0.194
F -5.856 -1.305 0.223
C -3.790 -0.200 -0.079
F -4.352 0.888 0.456
C -2.456 -0.172 -0.495
S -1.517 1.299 -0.364
C -1.970 -1.359 -1.040
F -0.703 -1.433 -1.457
C -2.742 -2.503 -1.153
F -2.218 -3.626 -1.658
*
```

---

E, record by record: -62495.72356, -58810.88592, -121554.86983, -95540.40980, -75511.94507, -53129.19108, -98071.82111 eV